C31H51N6O17Y as an isolated structure at a distorted geometry, computed with wB97M-V/def2-TZVPD.

Properties
- E_tot (eV) = -77755.2810
- charge = +2
- strongest force on any atom (hartree/bohr) = 0.0664
- HOMO (eV) = -13.270
- gap between HOMO and LUMO (eV) = 7.84
- LUMO energy (eV) = -5.434
- relative energy (zero: lowest compared OMol25 entry of this formula, charge and spin) (kcal/mol) = 0.0

Element x y z (Å)
Y: -12.03 -12.33 1.25
O: -11.84 -8.47 -0.42
C: -11.97 -9.68 0.09
O: -11.00 -10.50 0.11
O: -13.03 -10.09 0.63
H: -12.71 -8.04 -0.38
C: -9.48 -11.84 3.53
O: -10.55 -11.96 2.90
N: -8.77 -10.75 3.65
C: -7.49 -10.74 4.35
C: -9.02 -9.55 2.85
H: -9.15 -12.68 4.16
H: -7.47 -11.36 5.25
H: -7.25 -9.73 4.64
H: -6.72 -11.13 3.68
H: -8.12 -9.30 2.30
H: -9.86 -9.62 2.16
H: -9.21 -8.70 3.50
C: -8.79 -13.62 0.27
O: -9.86 -13.04 0.49
N: -7.66 -12.99 -0.03
C: -6.41 -13.75 0.01
C: -7.65 -11.56 -0.19
H: -8.65 -14.70 0.30
H: -5.66 -13.15 -0.49
H: -6.49 -14.69 -0.54
H: -6.08 -14.00 1.02
H: -7.34 -11.07 0.74
H: -6.91 -11.22 -0.92
H: -8.63 -11.15 -0.42
C: -13.44 -11.04 4.23
O: -13.23 -11.40 3.06
N: -13.12 -9.83 4.68
C: -12.94 -9.60 6.12
C: -12.68 -8.81 3.77
H: -13.88 -11.73 4.95
H: -13.19 -8.56 6.29
H: -11.88 -9.70 6.34
H: -13.52 -10.30 6.72
H: -13.52 -8.19 3.42
H: -12.10 -8.02 4.26
H: -12.18 -9.14 2.87
C: -11.98 -13.14 -2.14
O: -12.30 -12.87 -0.96
N: -12.69 -12.84 -3.20
C: -12.16 -13.17 -4.52
C: -13.98 -12.14 -3.12
H: -11.07 -13.70 -2.39
H: -11.26 -13.78 -4.50
H: -11.85 -12.26 -5.03
H: -12.86 -13.75 -5.12
H: -13.94 -11.21 -3.67
H: -14.75 -12.83 -3.48
H: -14.18 -12.02 -2.06
C: -9.31 -6.60 1.52
O: -8.82 -7.00 2.56
N: -10.63 -6.66 1.23
C: -11.22 -6.06 0.05
C: -11.55 -7.22 2.18
H: -8.69 -6.18 0.71
H: -11.76 -6.88 -0.45
H: -10.45 -5.76 -0.66
H: -11.95 -5.29 0.25
H: -12.29 -6.46 2.49
H: -12.12 -8.04 1.74
H: -11.12 -7.49 3.14
C: -9.17 -10.37 -5.01
O: -9.84 -11.19 -5.60
N: -9.67 -9.36 -4.26
C: -8.80 -8.51 -3.47
C: -11.06 -9.34 -3.95
H: -8.07 -10.38 -5.05
H: -9.05 -7.45 -3.50
H: -7.76 -8.65 -3.76
H: -8.95 -8.78 -2.42
H: -11.46 -8.32 -3.89
H: -11.75 -9.88 -4.59
H: -11.32 -9.77 -2.97
C: -13.46 -3.46 -2.87
C: -13.53 -4.47 -1.99
C: -13.66 -5.87 -2.45
O: -13.70 -6.83 -1.69
C: -13.59 -6.09 -3.90
C: -13.48 -5.07 -4.77
C: -13.48 -3.64 -4.33
O: -13.44 -2.70 -5.09
O: -13.51 -5.29 -6.09
O: -13.54 -4.27 -0.65
H: -13.36 -2.42 -2.60
H: -13.49 -7.09 -4.31
H: -13.38 -4.44 -6.55
H: -13.38 -3.33 -0.46
C: -16.81 -9.61 1.43
C: -16.87 -9.55 2.76
C: -16.41 -8.41 3.60
O: -16.51 -8.43 4.81
C: -15.81 -7.29 2.88
C: -15.59 -7.37 1.56
C: -16.09 -8.55 0.74
O: -15.89 -8.55 -0.46
O: -15.00 -6.40 0.86
O: -17.42 -10.56 3.46
H: -17.18 -10.44 0.83
H: -15.46 -6.44 3.44
H: -14.64 -6.77 0.04
H: -17.41 -10.37 4.41

C20H28KN4O8S as an isolated structure at a distorted geometry, computed with wB97M-V/def2-TZVPD.

Properties
- E_tot (eV) = -70687.7255
- charge = -1
- strongest force on any atom (hartree/bohr) = 0.0828
- HOMO (eV) = -2.989
- gap between HOMO and LUMO (eV) = 2.78
- LUMO energy (eV) = -0.210

Element x y z (Å)
K: -33.18 10.90 22.88
O: -37.90 17.06 23.52
C: -38.40 16.74 24.69
O: -37.61 16.11 25.43
O: -39.57 17.03 24.93
H: -37.08 16.58 23.60
C: -32.91 16.57 21.61
O: -33.62 15.65 22.37
H: -32.39 17.27 22.27
H: -32.19 16.04 20.98
H: -33.54 17.04 20.85
C: -35.88 18.62 16.64
C: -37.35 18.23 16.47
O: -37.43 17.39 15.41
S: -36.01 16.51 15.25
O: -35.68 16.38 13.80
O: -35.94 15.29 16.08
O: -35.04 17.64 16.03
H: -35.53 19.00 17.59
H: -35.73 19.35 15.85
H: -38.01 19.08 16.31
H: -37.69 17.85 17.44
N: -31.58 24.23 24.04
C: -32.32 23.25 23.45
C: -31.62 22.80 22.37
C: -30.40 23.55 22.20
C: -30.48 24.39 23.28
H: -31.82 24.74 24.88
H: -33.32 23.03 23.78
H: -31.93 21.99 21.72
H: -29.52 23.48 21.58
H: -29.73 25.09 23.61
N: -38.84 11.67 22.27
C: -39.40 11.35 21.05
C: -40.13 10.19 21.16
C: -40.03 9.67 22.48
C: -39.33 10.74 23.17
H: -38.25 12.48 22.36
H: -39.07 11.97 20.23
H: -40.51 9.63 20.31
H: -40.36 8.71 22.83
H: -39.01 10.79 24.20
N: -27.13 19.71 25.29
C: -28.41 19.27 25.67
C: -28.25 18.42 26.72
C: -26.86 18.20 26.98
C: -26.14 19.07 26.02
H: -26.92 20.43 24.61
H: -29.32 19.56 25.16
H: -29.00 17.85 27.25
H: -26.35 17.60 27.71
H: -25.11 19.28 25.76
N: -27.76 16.99 18.13
C: -26.63 16.30 18.39
C: -25.71 17.23 18.82
C: -26.26 18.46 18.81
C: -27.53 18.32 18.26
H: -28.52 16.55 17.64
H: -26.51 15.25 18.19
H: -24.72 17.14 19.24
H: -25.79 19.40 19.04
H: -28.25 19.07 17.97